No. 1
The following is a DFT calculation (ωB97M-V/def2-TZVPD) of a 8-piece molecular cluster, C24H63O23P5 overall at a distorted geometry.

Structure (ORCA input):
```
! RIJCOSX wB97M-V def2-TZVPD def2/J DEFGRID3
* xyz 0 1
C 2.663 6.577 0.406
O 3.138 5.286 0.876
P 2.225 4.008 1.123
O 1.501 4.142 2.384
O 1.064 4.069 -0.016
C -0.346 4.320 0.476
O 2.989 2.646 1.005
C 3.938 2.506 -0.047
H 3.391 7.330 0.650
H 1.650 6.847 0.715
H 2.768 6.705 -0.824
H -0.592 3.619 1.066
H -1.197 4.689 -0.119
H -0.302 5.109 1.471
H 3.349 2.135 -0.933
H 4.779 1.791 0.299
H 4.408 3.504 -0.445
C 5.431 -2.954 -4.270
O 4.104 -3.242 -3.712
P 3.949 -3.517 -2.134
O 5.407 -3.531 -1.541
O 3.393 -2.119 -1.729
C 2.873 -2.026 -0.250
O 2.921 -4.583 -1.608
C 3.266 -5.433 -0.495
H 5.841 -2.121 -3.725
H 5.451 -2.632 -5.358
H 6.045 -3.844 -4.092
H 2.126 -2.875 -0.051
H 2.388 -1.047 -0.153
H 3.489 -2.038 0.552
H 2.637 -6.141 0.070
H 3.680 -4.626 0.356
H 4.322 -6.048 -0.633
C 1.039 -3.203 4.970
O 0.590 -2.210 4.133
P 1.348 -1.884 2.788
O 2.639 -2.591 2.684
O 0.235 -2.613 1.847
C -1.135 -2.384 1.964
O 1.327 -0.414 2.232
C 0.731 0.648 2.995
H 1.120 -2.882 5.966
H 2.017 -3.681 4.711
H 0.263 -3.690 5.278
H -1.370 -1.370 2.349
H -1.377 -3.112 2.600
H -1.481 -2.621 1.013
H 1.200 1.462 2.946
H 0.966 0.411 4.039
H -0.273 1.009 2.786
C -5.391 -5.935 5.439
O -5.719 -5.804 4.024
P -4.700 -5.055 3.080
O -5.387 -3.744 2.932
O -3.219 -4.823 3.684
C -2.938 -4.044 4.855
O -4.524 -5.882 1.644
C -4.138 -5.140 0.509
H -4.405 -6.387 5.535
H -5.802 -6.915 5.821
H -5.409 -5.162 6.032
H -3.629 -3.315 5.100
H -2.070 -3.486 4.946
H -2.950 -4.687 5.932
H -4.264 -5.651 -0.346
H -3.129 -4.842 0.841
H -4.608 -4.047 0.412
C 0.555 0.890 -1.031
O -0.527 0.111 -1.290
P -1.965 0.337 -0.550
O -1.776 0.724 0.852
O -2.840 1.410 -1.283
C -2.330 2.260 -2.405
O -2.778 -1.019 -0.575
C -4.067 -1.200 -0.007
H 1.416 0.669 -1.606
H 0.556 0.954 0.102
H 0.288 2.069 -1.343
H -1.561 2.874 -1.920
H -3.230 2.842 -2.661
H -2.050 1.729 -3.247
H -4.790 -0.545 -0.414
H -3.948 -1.040 1.244
H -4.212 -2.078 0.016
C 1.910 4.398 -3.370
C 3.267 5.231 -3.080
C 3.355 6.622 -3.673
O 4.220 4.642 -2.518
H 1.138 4.760 -2.682
H 2.044 3.483 -3.031
H 1.416 4.261 -4.297
H 4.237 7.043 -3.279
H 2.552 7.423 -3.440
H 3.694 6.456 -4.660
C -4.208 3.156 1.164
C -4.698 3.826 -0.163
C -5.966 3.332 -0.761
O -3.995 4.657 -0.673
H -4.594 2.159 1.413
H -4.363 3.797 2.028
H -2.946 2.980 0.981
H -6.526 3.983 -1.344
H -6.748 3.003 -0.028
H -5.798 2.529 -1.461
C 2.947 0.412 -4.899
C 1.434 0.402 -4.708
C 0.751 -0.958 -4.358
O 0.678 1.445 -4.689
H 3.226 -0.045 -4.123
H 3.332 1.468 -5.163
H 3.183 -0.174 -5.584
H 0.987 -1.793 -4.907
H -0.330 -0.989 -4.453
H 0.795 -1.013 -3.174
*
```

strongest force on any atom: 0.2514 Eh/bohr
Kohn-Sham gap: 9.87 eV
ΔE to the lowest compared entry with this formula, charge and spin: 3.65 kcal/mol

---

No. 2
The following is a DFT calculation (ωB97M-V/def2-TZVPD) of C24H64AsF6HgO24S8 as an isolated structure at a distorted geometry.

Structure (ORCA input):
```
! RIJCOSX wB97M-V def2-TZVPD def2/J DEFGRID3
* xyz 1 1
Hg -15.078 -20.706 -0.107
As -16.010 -15.270 -4.452
F -16.178 -15.765 -6.102
F -14.265 -15.676 -4.521
F -15.708 -14.665 -2.773
F -17.798 -14.968 -4.259
F -16.322 -16.858 -3.741
F -15.808 -13.572 -5.055
O -12.439 -24.591 -6.876
S -11.351 -23.747 -6.424
O -11.596 -22.966 -5.253
O -9.997 -24.787 -6.289
C -9.793 -25.813 -7.179
C -8.777 -26.843 -6.569
C -10.809 -22.571 -7.734
H -9.478 -25.366 -8.122
H -10.743 -26.322 -7.342
H -8.970 -27.821 -7.010
H -8.803 -26.894 -5.481
H -7.756 -26.543 -6.807
H -9.885 -22.098 -7.401
H -11.623 -21.856 -7.859
H -10.469 -23.051 -8.651
O -20.601 -21.838 -3.704
S -21.751 -22.245 -4.579
O -22.560 -23.407 -4.135
O -22.771 -20.921 -4.881
C -24.091 -21.183 -5.287
C -24.624 -20.021 -6.133
C -21.304 -22.475 -6.316
H -24.794 -21.365 -4.474
H -24.261 -22.104 -5.844
H -25.665 -20.245 -6.367
H -24.118 -20.038 -7.098
H -24.454 -19.020 -5.738
H -20.466 -21.798 -6.483
H -22.110 -22.440 -7.049
H -20.810 -23.440 -6.431
O -9.504 -23.143 1.401
S -8.581 -24.188 1.881
O -9.047 -25.509 2.297
O -7.508 -24.493 0.653
C -6.584 -23.552 0.072
C -5.311 -24.231 -0.326
C -7.399 -23.450 3.191
H -6.365 -22.798 0.827
H -6.936 -23.024 -0.814
H -4.794 -24.731 0.492
H -4.543 -23.556 -0.706
H -5.506 -24.879 -1.180
H -8.078 -23.273 4.025
H -6.854 -22.546 2.918
H -6.667 -24.232 3.388
O -10.038 -17.145 -0.777
S -8.756 -16.495 -0.939
O -7.778 -16.640 0.151
O -8.002 -16.970 -2.353
C -6.938 -16.313 -2.926
C -5.563 -16.628 -2.296
C -8.980 -14.661 -1.120
H -7.140 -15.242 -2.951
H -6.875 -16.603 -3.974
H -4.799 -16.157 -2.915
H -5.247 -17.671 -2.274
H -5.494 -16.341 -1.247
H -9.443 -14.436 -2.081
H -8.011 -14.166 -1.062
H -9.656 -14.283 -0.352
O -19.609 -24.823 6.252
S -19.161 -25.570 5.072
O -18.033 -25.027 4.259
O -18.780 -27.065 5.569
C -19.627 -27.656 6.570
C -18.755 -28.806 7.121
C -20.595 -25.959 4.005
H -20.564 -28.084 6.215
H -19.794 -26.946 7.380
H -17.860 -28.370 7.566
H -18.479 -29.556 6.380
H -19.237 -29.429 7.874
H -20.957 -24.979 3.697
H -21.228 -26.539 4.677
H -20.323 -26.641 3.199
O -14.868 -17.811 5.306
S -14.398 -17.558 6.676
O -13.525 -18.516 7.331
O -13.681 -16.035 6.688
C -14.362 -14.892 6.199
C -14.843 -13.872 7.292
C -15.751 -17.272 7.960
H -15.156 -15.024 5.464
H -13.653 -14.461 5.493
H -14.107 -13.915 8.095
H -15.766 -14.204 7.767
H -14.828 -12.875 6.852
H -15.223 -17.144 8.904
H -16.311 -18.196 8.103
H -16.453 -16.513 7.614
O -15.453 -27.265 -2.330
S -15.750 -28.655 -2.511
O -16.520 -29.437 -1.525
O -16.456 -28.798 -3.997
C -17.042 -30.036 -4.331
C -16.567 -30.329 -5.711
C -14.168 -29.605 -2.836
H -18.128 -30.025 -4.243
H -16.748 -30.849 -3.668
H -16.960 -29.702 -6.511
H -16.829 -31.344 -6.008
H -15.477 -30.320 -5.719
H -13.386 -28.971 -2.419
H -13.941 -29.734 -3.894
H -14.293 -30.596 -2.401
O -21.694 -16.520 3.677
S -21.850 -17.539 2.588
O -20.700 -18.229 1.990
O -22.855 -18.691 3.132
C -23.659 -18.454 4.291
C -25.152 -18.405 4.042
C -23.051 -16.907 1.326
H -23.390 -17.512 4.768
H -23.565 -19.302 4.971
H -25.389 -17.364 3.822
H -25.847 -18.776 4.795
H -25.262 -18.988 3.127
H -23.937 -16.475 1.791
H -23.318 -17.768 0.714
H -22.516 -16.251 0.639
*
```

strongest force on any atom: 0.0930 Eh/bohr
Kohn-Sham gap: 1.33 eV
ΔE to the lowest compared entry with this formula, charge and spin: 353.28 kcal/mol

---

No. 3
The following is a DFT calculation (ωB97M-V/def2-TZVPD) of C24H64AsF6N4O8 as an isolated structure at a distorted geometry.

Structure (ORCA input):
```
! RIJCOSX wB97M-V def2-TZVPD def2/J DEFGRID3
* xyz 3 1
C -2.704 -6.730 5.169
O -2.839 -5.473 4.467
C -3.591 -4.488 5.167
C -3.357 -3.168 4.345
N -3.570 -3.533 2.895
H -3.048 -4.419 2.763
H -4.559 -3.751 2.789
C -3.212 -2.571 1.783
C -4.321 -1.507 1.579
O -5.602 -2.143 1.404
C -6.670 -1.173 1.375
H -3.573 -6.992 5.826
H -1.832 -6.587 5.857
H -2.494 -7.504 4.406
H -3.275 -4.377 6.212
H -4.644 -4.755 5.181
H -2.372 -2.776 4.499
H -4.104 -2.416 4.677
H -3.125 -3.148 0.852
H -2.198 -2.125 1.976
H -4.057 -0.922 0.676
H -4.327 -0.690 2.335
H -7.584 -1.680 1.416
H -6.758 -0.654 0.388
H -6.567 -0.384 2.121
C 8.231 -5.760 -2.279
O 6.838 -5.513 -2.361
C 5.959 -6.546 -1.958
C 4.672 -5.915 -1.568
N 4.965 -4.963 -0.443
H 5.207 -5.539 0.379
H 5.763 -4.369 -0.824
C 3.775 -4.136 -0.135
C 3.962 -3.377 1.166
O 3.956 -4.339 2.284
C 4.245 -3.741 3.567
H 8.728 -4.800 -2.262
H 8.576 -6.398 -3.123
H 8.521 -6.308 -1.392
H 6.330 -7.102 -1.065
H 5.784 -7.236 -2.714
H 3.928 -6.670 -1.281
H 4.269 -5.250 -2.310
H 2.925 -4.853 -0.018
H 3.584 -3.440 -0.917
H 3.140 -2.648 1.229
H 4.911 -2.857 1.178
H 5.158 -3.181 3.565
H 4.359 -4.451 4.334
H 3.396 -3.080 3.760
C -1.376 3.196 4.656
O -0.407 3.473 3.618
C 0.179 4.744 3.762
C 1.502 4.819 3.046
N 1.316 4.179 1.695
H 2.182 4.162 1.122
H 1.018 3.216 1.807
C 0.387 4.813 0.712
C 1.113 6.070 0.114
O 2.402 5.758 -0.282
C 2.983 6.893 -0.947
H -1.974 2.409 4.264
H -1.951 4.090 4.870
H -0.967 2.887 5.590
H 0.466 4.914 4.858
H -0.474 5.509 3.425
H 2.312 4.227 3.612
H 1.889 5.806 2.897
H -0.552 5.009 1.154
H 0.168 4.091 -0.047
H 1.128 6.930 0.876
H 0.477 6.480 -0.670
H 2.975 7.735 -0.238
H 2.423 7.241 -1.780
H 3.988 6.592 -1.237
C -4.923 4.804 -4.669
O -4.019 3.723 -4.331
C -4.517 2.520 -4.958
C -3.364 1.488 -4.751
N -2.111 2.324 -5.175
H -1.881 2.194 -6.173
H -2.367 3.323 -5.058
C -0.810 1.990 -4.399
C 0.245 2.823 -5.057
O -0.448 4.066 -5.247
C 0.331 5.081 -5.838
H -4.576 5.672 -4.097
H -5.960 4.567 -4.459
H -4.807 4.994 -5.732
H -4.867 2.631 -5.957
H -5.337 2.008 -4.435
H -3.477 0.695 -5.438
H -3.166 1.240 -3.698
H -0.725 0.880 -4.465
H -1.143 2.335 -3.380
H 0.568 2.332 -5.957
H 1.078 2.884 -4.359
H 0.904 5.617 -5.048
H -0.250 5.773 -6.434
H 1.108 4.653 -6.461
As 0.391 0.048 0.246
F -0.553 -1.361 -0.183
F 1.212 -0.802 1.482
F 1.186 1.503 0.630
F -0.529 0.995 -0.952
F -0.852 0.514 1.367
F 1.651 -0.315 -0.863
*
```

strongest force on any atom: 0.0691 Eh/bohr
Kohn-Sham gap: 10.83 eV

---

No. 4
The following is a DFT calculation (ωB97M-V/def2-TZVPD) of C24H64B4Ca2O6 as an isolated structure at a distorted geometry.

Structure (ORCA input):
```
! RIJCOSX wB97M-V def2-TZVPD def2/J DEFGRID3
* xyz 0 1
Ca -3.197 -3.177 1.118
Ca 0.396 -2.713 -3.009
B -1.536 -1.184 -5.533
H -1.501 -0.712 -4.564
H -0.586 -1.257 -6.040
H -1.934 -2.187 -5.505
H -2.130 -0.621 -6.236
B -1.790 -5.122 -1.654
H -2.459 -5.768 -1.106
H -2.291 -4.184 -1.840
H -0.811 -5.075 -1.203
H -1.633 -5.558 -2.629
B -0.698 -1.035 -0.089
H -1.245 -1.267 -0.990
H -1.264 -0.399 0.573
H -0.501 -1.994 0.366
H 0.254 -0.649 -0.418
B -2.247 -5.108 3.734
H -3.187 -4.587 3.828
H -1.533 -4.401 3.343
H -1.915 -5.422 4.712
H -2.327 -6.050 3.214
C -6.047 -0.398 -3.993
C -6.301 0.635 -2.872
C -5.159 0.333 -1.893
O -5.040 -1.069 -1.950
C -5.745 -1.677 -3.075
H -5.256 -0.068 -4.666
H -6.936 -0.536 -4.609
H -7.237 0.521 -2.325
H -6.228 1.683 -3.160
H -5.077 0.812 -0.917
H -4.262 0.706 -2.388
H -6.678 -2.077 -2.678
H -5.196 -2.536 -3.459
C -2.147 7.054 0.004
C -2.137 5.631 0.333
C -0.878 5.010 -0.286
O -0.016 6.104 -0.087
C -0.657 7.330 0.196
H -2.720 7.732 0.636
H -2.528 7.190 -1.008
H -3.067 5.109 0.108
H -1.967 5.671 1.409
H -0.941 4.830 -1.359
H -0.672 4.157 0.361
H -0.298 8.148 -0.428
H -0.367 7.469 1.238
C -3.787 1.156 5.270
C -5.275 0.912 5.282
C -5.538 -0.208 4.414
O -4.235 -0.642 3.903
C -3.269 -0.245 4.929
H -3.432 1.566 6.216
H -3.570 1.924 4.528
H -5.912 1.791 5.195
H -5.597 0.693 6.300
H -6.121 0.082 3.540
H -6.015 -1.054 4.907
H -2.225 -0.119 4.642
H -3.284 -0.911 5.792
C 6.330 -3.433 -0.813
C 5.641 -3.778 0.577
C 4.160 -3.701 0.380
O 3.959 -3.458 -1.037
C 5.164 -3.963 -1.674
H 7.281 -3.938 -0.986
H 6.361 -2.356 -0.980
H 5.986 -3.148 1.396
H 5.907 -4.825 0.721
H 3.579 -3.138 1.111
H 3.847 -4.696 0.698
H 5.095 -3.569 -2.688
H 5.204 -5.040 -1.833
C 4.761 1.605 -4.175
C 5.173 0.537 -5.234
C 3.919 -0.140 -5.526
O 3.161 -0.244 -4.278
C 3.416 1.102 -3.688
H 4.797 2.630 -4.543
H 5.511 1.599 -3.384
H 5.772 -0.283 -4.837
H 5.581 0.859 -6.192
H 4.144 -1.131 -5.922
H 3.174 0.390 -6.118
H 3.572 1.054 -2.610
H 2.605 1.778 -3.957
C 4.425 2.627 3.609
C 5.682 2.521 4.581
C 5.344 1.386 5.505
O 4.048 0.963 5.247
C 3.627 1.358 3.923
H 4.581 2.555 2.532
H 3.840 3.499 3.900
H 5.994 3.423 5.107
H 6.617 2.364 4.042
H 5.331 1.602 6.573
H 6.076 0.592 5.357
H 2.556 1.561 3.951
H 3.728 0.599 3.147
*
```

strongest force on any atom: 0.0979 Eh/bohr
Kohn-Sham gap: 6.86 eV